Entry 1
{"formula": "CHF3O2", "method": "ωB97M-V/def2-TZVPD", "charge": 0, "lumo_energy_ha": [-0.02430, -0.00546], "homo_lumo_gap_ev": [8.80, 10.39], "elements": ["C", "O", "O", "F", "F", "F", "H"], "coordinates": [[0.94930, -0.49020, -0.17959], [-1.50037, 1.15433, 0.05581], [-1.19776, -0.02332, -0.45441], [1.49088, 0.61159, -0.55938], [1.34822, -1.60666, -0.79272], [1.11441, -0.65480, 1.14622], [-2.20468, 1.00906, 0.78406]]}

---

Entry 2
{"formula": "CHF3O2", "method": "ωB97M-V/def2-TZVPD", "charge": 0, "lumo_energy_ha": 0.02748, "homo_lumo_gap_ev": 11.56, "elements": ["C", "O", "O", "F", "F", "F", "H"], "coordinates": [[-0.92359, 2.20852, -0.91223], [-0.09811, 0.06640, 0.19209], [-1.21609, 0.87500, 0.25808], [-2.18813, 2.42176, -1.28661], [-0.14969, 1.76866, -1.90452], [-0.37157, 3.18991, -0.34770], [-0.33711, -0.55880, -0.47378]]}

---

Energies relative to the most stable structure are entry 1 42.1; entry 2 0.0, reported in kcal/mol.

---

Entry 1
{"formula": "C2H4N4", "method": "ωB97M-V/def2-TZVPD", "charge": 0, "lumo_energy_ha": [-0.02143, 0.00919], "homo_lumo_gap_ev": [7.85, 9.72], "elements": ["C", "C", "N", "N", "N", "N", "H", "H", "H", "H"], "coordinates": [[-0.32261, 0.87450, -1.00973], [0.57772, -0.16239, -0.49165], [-0.44828, -0.65500, 1.68213], [-1.46288, -0.99795, 1.22187], [0.63529, -0.40236, 1.05148], [-0.61132, -0.57009, -1.05742], [-0.99973, 1.25060, -0.22641], [-0.41014, 1.46084, -1.92495], [1.49707, -0.60382, -0.68122], [1.54487, -0.19432, 1.43591]]}

---

Entry 2
{"formula": "C2H4N4", "method": "ωB97M-V/def2-TZVPD", "charge": 0, "smiles": "Cn1cnnn1", "lumo_energy_ha": 0.02453, "homo_lumo_gap_ev": 11.58, "elements": ["C", "N", "C", "N", "N", "N", "H", "H", "H", "H"], "coordinates": [[-0.04099, -0.02617, 1.37487], [0.24438, 0.19404, -0.03595], [0.23964, -0.70151, -1.05361], [-0.11748, -0.09590, -2.15587], [-0.34217, 1.20639, -1.79686], [-0.14046, 1.37653, -0.54787], [-1.10298, -0.27222, 1.45887], [0.14941, 0.89333, 1.93093], [0.56431, -0.83817, 1.77645], [0.54632, -1.73632, -0.95095]]}

---

Energies relative to the most stable structure are entry 1 99.3; entry 2 0.0, reported in kcal/mol.

---

Entry 1
{"formula": "C2H4N4", "method": "ωB97M-V/def2-TZVPD", "charge": 0, "smiles": "Cn1ncnn1", "lumo_energy_ha": 0.03628, "homo_lumo_gap_ev": 11.75, "elements": ["C", "N", "N", "C", "N", "N", "H", "H", "H", "H"], "coordinates": [[0.95914, -1.23508, 0.30971], [0.13472, -0.08923, -0.01407], [0.30760, 1.11007, 0.50937], [-0.66875, 1.78441, -0.07679], [-1.39534, 1.02336, -0.91744], [-0.86835, -0.16706, -0.86395], [2.00698, -0.93467, 0.28897], [0.75884, -1.98807, -0.45136], [0.70517, -1.62146, 1.29959], [-0.87139, 2.83075, 0.09530]]}

---

Entry 2
{"formula": "C2H4N4", "method": "ωB97M-V/def2-TZVPD", "charge": 0, "smiles": "Nc1c[nH]nn1", "lumo_energy_ha": 0.03362, "homo_lumo_gap_ev": 9.53, "elements": ["N", "C", "C", "N", "N", "N", "H", "H", "H", "H"], "coordinates": [[-1.40047, 0.60069, 0.92446], [-0.27969, 0.32991, 0.17260], [0.03064, -0.74284, -0.58942], [1.37991, -0.61694, -0.86073], [1.82881, 0.55008, -0.30238], [0.84038, 1.13954, 0.25323], [-2.25756, 0.19655, 0.58039], [-1.47107, 1.56150, 1.21605], [-0.50481, -1.60135, -0.95833], [1.83387, -1.41714, -0.43588]]}

---

Energies relative to the most stable structure are entry 1 0.0; entry 2 8.4, reported in kcal/mol.

---

Entry 1
{"formula": "C2H4N4", "method": "ωB97M-V/def2-TZVPD", "charge": 0, "lumo_energy_ha": [-0.02189, -0.00584], "homo_lumo_gap_ev": [6.85, 7.76], "elements": ["C", "C", "N", "N", "N", "N", "H", "H", "H", "H"], "coordinates": [[-1.46754, 0.19497, 0.09897], [0.75763, 1.20751, -0.34752], [-2.07494, 1.15553, 0.31875], [1.63831, 1.12068, 0.45553], [-0.04847, -1.78274, -0.07997], [-0.75813, -0.68805, -0.49640], [-0.03503, 1.93986, -0.84310], [2.41494, 1.63843, 0.91452], [-0.11082, -2.48819, -0.76209], [-0.31595, -2.29799, 0.74133]]}

---

Entry 2
{"formula": "C2H4N4", "method": "ωB97M-V/def2-TZVPD", "charge": 0, "lumo_energy_ha": -0.00706, "homo_lumo_gap_ev": 10.67, "elements": ["C", "N", "C", "N", "N", "N", "H", "H", "H", "H"], "coordinates": [[0.93353, 0.23349, 0.64874], [0.13092, -0.92956, -0.58539], [-0.81800, -0.35184, 0.24292], [-1.57789, 0.51497, -0.44880], [-1.08308, 0.48879, -1.66676], [-0.05735, -0.33210, -1.76136], [0.51225, 1.10526, 1.15072], [1.64791, 0.53352, -0.11074], [1.34179, -0.49565, 1.34163], [-1.10032, -0.76465, 1.20299]]}

---

Entry 3
{"formula": "C2H4N4", "method": "ωB97M-V/def2-TZVPD", "charge": 0, "smiles": "[H]/N=N/C(N)=C=N", "lumo_energy_ha": 0.01485, "homo_lumo_gap_ev": 9.03, "elements": ["H", "N", "N", "C", "N", "C", "N", "H", "H", "H"], "coordinates": [[0.70151, 2.57043, -0.85713], [0.73729, 1.71473, -0.30250], [-0.21350, 0.99362, -0.67558], [-0.32017, -0.29608, -0.10605], [-1.32724, -1.22353, -0.41839], [0.73164, -0.48466, 0.67025], [1.74815, -0.18638, 1.27584], [-1.19477, -1.66878, -1.31724], [-2.23917, -0.78138, -0.39983], [1.37628, -0.63797, 2.13063]]}

---

Entry 4
{"formula": "C2H4N4", "method": "ωB97M-V/def2-TZVPD", "charge": 0, "lumo_energy_ha": [-0.00566, -0.00568], "homo_lumo_gap_ev": [8.27, 8.27], "elements": ["N", "C", "N", "N", "N", "C", "H", "H", "H", "H"], "coordinates": [[-1.45751, -0.15945, 1.12000], [-0.33190, -0.04707, 0.28339], [-0.35961, 0.36357, -0.99357], [0.72470, 0.43811, -1.63386], [2.04726, -0.31336, -0.10516], [1.02363, -0.35161, 0.60306], [-2.02463, -0.97300, 0.89923], [-2.04924, 0.66196, 1.06026], [0.52631, 0.73534, -2.59953], [1.90100, -0.35449, 1.36619]]}

---

Energies relative to the most stable structure are entry 1 38.3; entry 2 5.5; entry 3 0.0; entry 4 20.7, reported in kcal/mol.

---

Entry 1
{"formula": "C2H4N4", "method": "ωB97M-V/def2-TZVPD", "charge": 0, "lumo_energy_ha": 0.00593, "homo_lumo_gap_ev": 8.79, "elements": ["C", "N", "N", "C", "N", "N", "H", "H", "H", "H"], "coordinates": [[-1.34504, 0.15014, 0.05454], [-0.52999, 1.35453, 0.21954], [0.69507, 1.27047, 0.41150], [1.42161, 0.06135, 0.35667], [1.18005, -0.84819, -0.54788], [0.92203, -1.57205, -1.38526], [-0.94025, -0.70356, 0.61351], [-1.44521, -0.12818, -1.00232], [-2.33980, 0.39702, 0.42982], [2.38154, 0.01848, 0.84990]]}

---

Entry 2
{"formula": "C2H4N4", "method": "ωB97M-V/def2-TZVPD", "charge": 0, "lumo_energy_ha": [-0.00267, -0.06529], "homo_lumo_gap_ev": [9.23, 7.44], "elements": ["C", "C", "N", "N", "N", "N", "H", "H", "H", "H"], "coordinates": [[2.37020, -1.07887, 0.46873], [-0.59810, 0.79587, 0.20353], [1.14655, -0.59792, 0.12156], [3.17624, -0.99028, 1.36195], [0.06393, -0.55092, 2.14630], [0.29645, -0.21298, 1.03051], [2.85941, -1.70992, -0.34484], [-0.05710, 0.85334, -0.80281], [-1.64882, 0.40554, 0.23428], [-0.58151, 1.70183, 0.77796]]}

---

Energies relative to the most stable structure are entry 1 0.0; entry 2 71.8, reported in kcal/mol.

---

Entry 1
{"formula": "C12H32CdI2O4", "method": "ωB97M-V/def2-TZVPD", "charge": 0, "lumo_energy_ha": 0.01880, "homo_lumo_gap_ev": 8.62, "elements": ["Cd", "I", "I", "C", "C", "C", "O", "H", "H", "H", "H", "H", "H", "H", "H", "C", "C", "C", "O", "H", "H", "H", "H", "H", "H", "H", "H", "C", "C", "C", "O", "H", "H", "H", "H", "H", "H", "H", "H", "C", "C", "C", "O", "H", "H", "H", "H", "H", "H", "H", "H"], "coordinates": [[-0.00354, 0.17901, 0.01854], [0.36253, -2.32046, -1.42981], [-0.67445, 2.44319, 1.75902], [0.23275, 1.28438, -4.23615], [0.96389, 1.55380, -2.92411], [1.66416, 2.90946, -2.99810], [0.02894, 1.58373, -1.84255], [-0.37496, 2.14535, -4.53036], [-0.41773, 0.42004, -4.08473], [0.89106, 1.08485, -5.08133], [1.70984, 0.77274, -2.77822], [2.38102, 3.07206, -2.19521], [0.89911, 3.68665, -3.05597], [2.22459, 2.96816, -3.93722], [-0.47173, 2.40665, -1.86907], [-3.53749, -1.80903, -0.27925], [-3.19526, -0.54773, -1.05738], [-4.40814, 0.35633, -1.24593], [-2.10213, 0.19617, -0.46588], [-2.58472, -2.21698, 0.05753], [-4.03268, -2.54475, -0.91055], [-4.20421, -1.57478, 0.55169], [-2.89664, -0.80756, -2.07684], [-4.95301, 0.56549, -0.31733], [-5.19358, -0.13669, -1.82526], [-4.14655, 1.28014, -1.76436], [-2.55029, 0.98301, -0.10846], [3.47729, -0.43412, 1.73593], [2.88147, 0.89314, 1.23576], [4.01257, 1.83042, 0.80811], [2.10691, 0.56247, 0.04673], [2.68501, -1.07434, 2.11388], [4.26645, -0.24032, 2.47054], [4.04580, -0.98883, 0.98232], [2.30374, 1.43682, 1.97587], [3.62901, 2.71656, 0.30592], [4.79554, 1.27874, 0.28342], [4.52181, 2.21596, 1.69900], [2.77135, 0.19424, -0.55082], [0.47399, -2.80040, 3.33974], [-0.52031, -2.20677, 2.37808], [-1.87724, -2.06542, 3.04791], [-0.08223, -0.89514, 1.94583], [0.15130, -3.76124, 3.74614], [0.64058, -2.12728, 4.18757], [1.43145, -3.04593, 2.87235], [-0.58090, -2.86787, 1.51440], [-2.61211, -1.55196, 2.42863], [-1.93957, -1.52211, 3.99733], [-2.27805, -3.05681, 3.28505], [0.08537, -0.42300, 2.77762]]}

---

Entry 2
{"formula": "C12H32CdI2O4", "method": "ωB97M-V/def2-TZVPD", "charge": 0, "lumo_energy_ha": 0.01511, "homo_lumo_gap_ev": 8.48, "elements": ["Cd", "I", "I", "C", "C", "C", "O", "H", "H", "H", "H", "H", "H", "H", "H", "C", "C", "C", "O", "H", "H", "H", "H", "H", "H", "H", "H", "C", "C", "C", "O", "H", "H", "H", "H", "H", "H", "H", "H", "C", "C", "C", "O", "H", "H", "H", "H", "H", "H", "H", "H"], "coordinates": [[0.27239, 0.27349, 0.18889], [-0.61523, 1.91225, -1.80648], [1.39535, -1.47287, 2.17720], [1.47361, 2.72104, 3.54358], [0.40285, 2.38291, 2.52676], [-0.36236, 3.63387, 2.19485], [1.01834, 1.88730, 1.29054], [0.98413, 2.94273, 4.50007], [1.95017, 3.68741, 3.35851], [2.20743, 1.95108, 3.77687], [-0.27810, 1.60244, 2.85394], [-1.12056, 3.54741, 1.40888], [0.26750, 4.42419, 1.77944], [-0.90994, 3.98399, 3.07394], [1.89811, 2.28155, 1.28187], [0.08405, -2.99763, -3.02170], [-0.86705, -2.05736, -2.24013], [-2.22664, -2.70946, -2.06831], [-0.23641, -1.77355, -0.96348], [1.04181, -2.49507, -3.07097], [-0.38503, -3.25224, -3.97493], [0.23484, -3.97051, -2.54149], [-0.99205, -1.09054, -2.73168], [-2.17435, -3.65552, -1.52351], [-2.75341, -2.79935, -3.01811], [-2.88529, -2.08696, -1.45402], [0.03603, -2.65496, -0.66656], [3.86746, 0.82057, -2.61153], [2.99860, -0.20944, -1.94542], [3.75891, -1.53029, -1.67681], [2.35754, 0.24320, -0.75360], [4.16056, 0.38543, -3.56923], [4.79247, 1.04240, -2.07040], [3.35043, 1.75938, -2.80917], [2.20580, -0.46721, -2.65197], [4.06574, -1.60517, -0.63316], [4.58582, -1.59451, -2.38488], [3.16193, -2.42689, -1.83625], [3.01587, 0.69217, -0.20931], [-3.59219, -1.39661, 1.09266], [-3.08428, 0.06071, 1.06714], [-3.70903, 0.97192, 2.12470], [-1.65188, 0.13730, 1.15646], [-4.33278, -1.59147, 0.32319], [-4.09858, -1.57489, 2.04673], [-2.73091, -2.06288, 1.10291], [-3.35637, 0.49291, 0.10444], [-3.06616, 1.76320, 2.51375], [-4.16790, 0.49344, 2.99502], [-4.54762, 1.52163, 1.68362], [-1.44357, -0.14051, 2.06715]]}

---

Energies relative to the most stable structure are entry 1 0.0; entry 2 13.9, reported in kcal/mol.